(1)
{"formula": "C24H27NO2", "method": "ωB97M-V/def2-TZVPD", "symbols": ["C", "C", "N", "C", "C", "C", "C", "C", "C", "C", "C", "C", "C", "C", "O", "O", "H", "H", "H", "H", "H", "H", "H", "H", "H", "H", "H", "H", "H", "H", "H", "H", "C", "C", "C", "C", "C", "C", "C", "C", "C", "C", "C", "H", "H", "H", "H", "H", "H", "H", "H", "H", "H", "H"], "xyz": [[-2.06521, -3.22698, -0.48679], [-2.32699, -2.42268, -1.75545], [-2.53690, -0.97875, -1.52498], [-3.95268, -0.59676, -1.60450], [-4.46426, -0.24333, -2.99088], [-1.52785, -0.01437, -1.44848], [-0.17219, -0.52496, -1.37377], [1.00738, 0.27761, -1.28512], [2.34086, -0.40017, -1.58186], [2.49965, -1.75720, -1.91892], [3.77693, -2.33410, -2.03220], [4.92409, -1.54172, -1.89275], [4.78219, -0.16928, -1.63310], [3.50707, 0.38519, -1.48821], [1.01942, 1.48434, -0.95021], [-1.84306, 1.18818, -1.45416], [-1.87299, -4.27038, -0.76458], [-1.20406, -2.84659, 0.07576], [-2.95305, -3.19694, 0.15950], [-1.51591, -2.55769, -2.48718], [-3.26318, -2.78191, -2.21210], [-4.50476, -1.48336, -1.26454], [-4.13868, 0.21862, -0.89578], [-5.52027, 0.03816, -2.93352], [-3.90903, 0.59899, -3.41209], [-4.38625, -1.10046, -3.66962], [-0.07002, -1.60297, -1.33995], [1.61851, -2.36619, -2.09459], [3.87784, -3.40168, -2.22973], [5.91940, -1.98248, -1.98765], [5.66587, 0.47040, -1.54148], [3.40727, 1.45484, -1.28545], [-0.69538, 3.09082, 1.62802], [-2.23507, 3.06306, 1.31564], [-2.68155, 1.75425, 1.90906], [-1.61096, 1.04823, 2.43345], [-0.40269, 1.77169, 2.26614], [0.90758, 1.36179, 2.67191], [1.09164, 0.17940, 3.43934], [2.37126, -0.27672, 3.75500], [3.49694, 0.44586, 3.33093], [3.33975, 1.64313, 2.62465], [2.06568, 2.10854, 2.32324], [-0.10102, 3.25915, 0.72079], [-0.47047, 3.92525, 2.31455], [-2.74536, 3.94015, 1.73948], [-2.39391, 3.08466, 0.22690], [-3.72850, 1.43085, 1.89084], [-1.67423, 0.07268, 2.91713], [0.20868, -0.36623, 3.78296], [2.49207, -1.19596, 4.33652], [4.49705, 0.08131, 3.57351], [4.21024, 2.21883, 2.31553], [1.93913, 3.04384, 1.78874]], "forces_ev_per_angstrom": [[-0.1, -0.1, 0.0], [0.2, 0.8, -0.2], [-0.7, -0.7, -0.2], [0.5, -0.1, 0.4], [0.1, 0.2, -0.2], [0.8, 0.0, 0.2], [0.1, 0.2, 0.1], [-1.3, -0.1, 0.2], [0.8, 0.0, 0.0], [0.4, 0.2, 0.2], [-0.1, 0.5, 0.0], [-0.3, 0.2, 0.1], [-0.3, -0.3, -0.1], [0.1, -0.1, 0.1], [0.4, -0.2, -0.1], [-0.4, -0.1, 0.3], [0.0, 0.1, 0.2], [-0.2, 0.0, -0.2], [0.2, 0.0, 0.0], [-0.2, 0.0, 0.2], [0.5, -0.1, 0.0], [-0.1, 0.3, 0.2], [0.0, -0.1, -0.2], [0.0, 0.0, 0.0], [0.0, -0.1, 0.1], [0.1, 0.1, 0.1], [0.2, 0.2, -0.3], [0.2, 0.0, 0.1], [-0.1, 0.3, 0.0], [-0.3, 0.1, 0.0], [-0.3, -0.2, -0.1], [-0.1, -0.4, 0.0], [-0.9, 0.2, -0.3], [0.9, -0.3, 0.2], [1.1, 0.3, -0.1], [-0.8, 0.1, -0.1], [-0.2, 0.6, -0.1], [0.8, -0.4, 0.5], [0.1, 0.0, -0.2], [-0.3, 0.2, 0.0], [-0.3, 0.0, 0.0], [-0.2, 0.0, 0.1], [-0.4, -0.3, -0.1], [0.0, -0.3, 0.0], [0.1, -0.4, -0.1], [-0.1, -0.3, 0.0], [-0.1, -0.3, 0.2], [0.5, 0.0, 0.1], [-0.1, 0.3, -0.3], [0.4, 0.1, -0.1], [0.0, 0.4, -0.3], [-0.3, 0.1, -0.1], [-0.2, -0.2, 0.1], [0.1, -0.2, -0.1]], "lowdin_charge": [-0.091, -0.241, -0.087, -0.244, -0.085, -0.475, -0.010, -0.411, -0.137, -0.038, -0.095, -0.111, -0.100, -0.043, -0.048, -0.018, 0.071, 0.064, 0.068, 0.114, 0.107, 0.105, 0.101, 0.068, 0.074, 0.069, 0.039, 0.095, 0.094, 0.093, 0.095, 0.105, -0.093, -0.125, 0.064, 0.013, -0.069, -0.155, 0.007, -0.054, -0.040, -0.047, 0.018, 0.134, 0.145, 0.126, 0.126, 0.130, 0.119, 0.111, 0.113, 0.115, 0.115, 0.121], "homo_lumo_gap_ev": 3.585, "charge": 0}

=====

(2)
{"formula": "C20H49MnN2O4P2", "method": "ωB97M-V/def2-TZVPD", "symbols": ["Mn", "C", "N", "C", "C", "C", "N", "C", "C", "H", "H", "H", "H", "H", "H", "H", "H", "H", "H", "H", "H", "H", "H", "H", "H", "C", "C", "P", "C", "C", "C", "C", "H", "H", "H", "H", "H", "H", "H", "H", "H", "H", "H", "H", "H", "H", "H", "C", "C", "C", "C", "O", "P", "O", "O", "O", "C", "C", "C", "C", "H", "H", "H", "H", "H", "H", "H", "H", "H", "H", "H", "H", "H", "H", "H", "H", "H", "H"], "xyz": [[0.08752, -0.51213, 0.47299], [0.47424, 1.81120, -1.37737], [-0.61000, 1.49192, -0.39405], [-1.87584, 1.73526, -1.04304], [-0.47615, 2.35689, 0.82202], [0.82635, 2.09971, 1.54222], [0.98473, 0.66415, 1.90434], [2.42591, 0.40371, 2.15457], [0.24121, 0.38457, 3.16549], [0.56205, 2.88827, -1.53778], [0.26571, 1.32427, -2.32753], [1.43235, 1.44380, -1.01253], [-2.25978, 2.73842, -0.85369], [-3.77830, 0.93535, -1.06866], [-1.81060, 1.53465, -2.10758], [-1.32562, 2.16115, 1.47654], [-0.51550, 3.41326, 0.53549], [0.86527, 2.71887, 2.44248], [1.67729, 2.39125, 0.92863], [2.81940, 1.14681, 2.85169], [2.98535, 0.45434, 1.22235], [2.53892, -0.58294, 2.59725], [0.69329, 0.94418, 3.98732], [0.29143, -0.67958, 3.39284], [-0.80151, 0.67679, 3.06207], [3.94896, -3.77626, -0.00692], [3.34503, -2.38980, 0.24374], [1.53421, -2.41157, 0.40352], [1.13239, -3.66431, 1.66265], [-0.36183, -3.78646, 1.95123], [0.85141, -3.02786, -1.18585], [-0.18108, -2.00778, -1.66835], [5.00001, -3.67050, -0.26962], [3.46005, -4.30094, -0.82897], [3.89501, -4.40220, 0.88205], [3.58286, -1.70440, -0.57506], [3.75960, -1.94826, 1.15134], [1.68714, -3.41202, 2.57038], [1.53647, -4.61307, 1.30253], [-0.79952, -2.83791, 2.27390], [-0.53043, -4.50859, 2.74916], [-0.91424, -4.13786, 1.07659], [0.38978, -4.00478, -1.03576], [1.64507, -3.15918, -1.92165], [-1.00267, -1.88248, -0.93703], [-0.68862, -2.30036, -2.58831], [0.28796, -1.03613, -1.88831], [-4.15134, 2.97986, 3.33032], [-4.74835, 1.85721, 2.52513], [-5.46036, 0.83301, 3.36909], [-5.53018, 2.32346, 1.32319], [-3.43863, 1.14363, 1.94164], [-3.21676, -0.01676, 0.99935], [-2.94740, 0.78964, -0.57864], [-1.92454, -0.71100, 1.14485], [-4.48084, -0.74027, 0.60668], [-4.91026, -2.29746, 0.63023], [-4.62117, -2.79004, 2.02345], [-4.08006, -2.94959, -0.44237], [-6.37696, -2.22028, 0.30613], [-4.96619, 3.53444, 3.79760], [-3.59328, 3.67349, 2.70152], [-3.50810, 2.59917, 4.12263], [-6.27169, 1.34311, 3.89072], [-4.79790, 0.41112, 4.12502], [-5.90234, 0.03868, 2.77056], [-6.40618, 2.87004, 1.67560], [-5.89892, 1.48694, 0.72570], [-4.94687, 3.01118, 0.70842], [-3.56670, -2.69530, 2.29081], [-4.86518, -3.85341, 2.05244], [-5.23893, -2.28690, 2.76639], [-3.01504, -2.91212, -0.20684], [-4.26773, -2.50297, -1.41860], [-4.36996, -4.00028, -0.49634], [-6.91396, -1.61651, 1.03584], [-6.78253, -3.23293, 0.34878], [-6.55062, -1.82800, -0.69480]], "forces_ev_per_angstrom": [[-0.2, 0.3, -0.2], [0.0, 0.0, 0.0], [0.0, 0.0, 0.1], [0.2, 0.1, 0.0], [0.0, 0.1, 0.0], [0.0, -0.1, 0.1], [0.0, 0.0, 0.0], [-0.1, 0.0, 0.1], [0.0, 0.1, 0.0], [0.0, 0.0, 0.0], [0.0, 0.0, 0.0], [0.0, 0.0, 0.0], [0.0, 0.0, 0.0], [0.0, 0.0, 0.0], [0.0, 0.0, 0.0], [0.0, 0.0, 0.0], [0.0, 0.0, 0.0], [0.0, 0.0, 0.0], [0.0, 0.0, 0.0], [0.0, 0.0, 0.0], [0.0, 0.0, 0.0], [0.0, 0.0, 0.0], [0.0, 0.0, 0.0], [0.0, 0.0, 0.0], [0.0, 0.0, 0.0], [0.0, 0.0, 0.0], [0.1, 0.0, -0.1], [-0.1, -0.2, 0.1], [0.0, -0.1, 0.0], [0.0, 0.0, 0.0], [0.0, 0.0, 0.0], [-0.1, 0.0, 0.0], [0.0, 0.0, 0.0], [0.0, 0.0, 0.0], [0.0, 0.0, 0.0], [0.0, 0.0, 0.0], [0.0, 0.0, 0.0], [0.0, 0.0, 0.0], [0.0, 0.0, 0.1], [0.0, 0.0, 0.0], [0.0, 0.0, 0.0], [0.0, 0.0, 0.0], [0.0, 0.0, 0.0], [0.0, 0.0, 0.0], [0.0, 0.0, 0.0], [0.1, 0.0, 0.0], [0.0, 0.0, 0.0], [0.0, 0.0, 0.0], [0.0, 0.0, -0.1], [0.1, 0.0, 0.0], [-0.1, 0.0, 0.0], [0.1, 0.0, 0.2], [-0.2, 0.0, 0.0], [-0.1, 0.0, -0.2], [0.2, -0.2, 0.1], [0.0, -0.1, 0.1], [0.0, 0.0, -0.1], [0.0, 0.0, 0.1], [0.0, 0.0, 0.0], [0.0, 0.0, 0.0], [0.0, 0.0, 0.0], [0.0, 0.0, 0.0], [0.0, 0.0, 0.0], [0.0, 0.0, 0.0], [0.0, 0.0, 0.0], [0.0, 0.0, 0.0], [0.0, 0.0, 0.0], [0.0, 0.0, 0.0], [0.0, 0.0, 0.0], [0.0, 0.0, -0.1], [0.0, 0.0, 0.0], [0.0, 0.0, 0.0], [0.0, 0.0, 0.0], [0.0, 0.0, 0.0], [0.0, 0.0, 0.0], [0.0, 0.0, 0.0], [0.0, 0.0, 0.0], [0.0, 0.0, 0.0]], "mulliken_spin": [3.081, 0.029, -0.053, 0.026, -0.008, 0.030, -0.137, 0.047, 0.032, 0.002, 0.003, -0.009, -0.002, 0.000, 0.003, -0.005, 0.000, 0.000, 0.002, 0.003, -0.011, 0.002, 0.005, -0.010, 0.002, -0.003, -0.007, -0.110, 0.002, -0.007, -0.017, 0.070, -0.001, 0.000, 0.000, 0.001, 0.000, 0.001, 0.000, 0.012, 0.000, -0.002, -0.003, -0.001, -0.038, 0.001, -0.002, 0.000, 0.001, 0.000, 0.001, 0.015, 0.006, -0.005, 0.050, 0.004, 0.000, -0.002, 0.004, -0.001, 0.000, 0.000, 0.000, 0.000, 0.000, 0.000, 0.000, 0.000, 0.000, 0.000, 0.000, 0.000, -0.002, 0.000, 0.000, 0.000, 0.000, 0.000], "s_squared": 3.7872, "multiplicity": 4, "homo_lumo_gap_ev": [9.409, 9.384], "charge": 3}

=====

(3)
{"formula": "C17H26BrF5NO4PtSi2Te", "method": "ωB97M-V/def2-TZVPD", "symbols": ["Pt", "C", "Si", "C", "C", "C", "Te", "C", "Si", "C", "C", "C", "H", "H", "H", "H", "H", "H", "H", "H", "H", "H", "H", "H", "H", "H", "H", "H", "H", "H", "H", "H", "H", "H", "Br", "C", "C", "N", "C", "C", "C", "C", "O", "O", "H", "H", "H", "F", "C", "F", "H", "F", "C", "F", "F", "C", "O", "O"], "xyz": [[2.05080, -0.88897, -1.79898], [-1.69137, 2.50444, 1.00683], [-2.22802, 1.81202, -0.58952], [-4.12298, 1.75825, -0.45297], [-1.85989, 3.12583, -1.83820], [-1.27971, 0.19220, -1.15766], [0.14156, -0.71805, 0.15306], [-0.77576, -2.65420, -0.14234], [-2.16775, -3.19457, 1.03532], [-1.69734, -2.88290, 2.82473], [-2.69673, -4.98923, 0.42331], [-3.62848, -2.05989, 0.63104], [-2.45933, 3.21184, 1.44820], [-0.78140, 3.07767, 0.82605], [-1.26553, 1.70438, 1.75494], [-4.53377, 2.27971, 0.40514], [-4.47998, 0.71799, -0.55716], [-4.51693, 2.37435, -1.34430], [-2.25054, 3.99843, -1.19877], [-2.53485, 2.89253, -2.66432], [-0.90219, 3.30594, -2.14352], [-0.68044, 0.26279, -2.07490], [-2.00250, -0.59160, -1.41544], [0.12709, -3.26845, -0.15214], [-1.25709, -2.74127, -1.17351], [-1.92203, -1.79589, 2.80459], [-0.61714, -3.10712, 2.87776], [-2.48982, -3.20289, 3.48714], [-2.25130, -5.76912, 0.98674], [-2.46910, -4.90669, -0.59407], [-3.77610, -5.16172, 0.58000], [-4.32803, -2.12995, 1.47841], [-4.32573, -2.47053, -0.19159], [-3.45602, -1.03167, 0.32163], [2.57597, 6.22878, 2.42128], [3.06742, 5.21595, 0.90923], [4.37488, 5.37151, 0.43632], [4.90253, 4.55404, -0.47949], [4.06486, 3.61408, -0.89400], [2.78183, 3.40132, -0.47539], [2.18916, 4.22909, 0.43561], [2.15261, 2.02525, -0.64395], [2.70580, 1.26836, -1.51674], [1.25936, 1.78306, 0.11562], [5.11457, 6.06945, 0.84753], [4.61207, 2.95390, -1.57950], [1.20388, 3.98254, 0.94054], [2.00070, -2.77984, -3.93684], [1.33841, -2.52029, -2.71336], [-0.04157, -2.41186, -3.07175], [1.39803, -3.50819, -2.22490], [4.44005, -2.42951, 2.65607], [4.46406, -2.94476, 1.39221], [4.44668, -4.27702, 1.53485], [5.67322, -2.64854, 0.83323], [3.07317, -2.36711, 0.67478], [1.99547, -2.54999, 1.23378], [3.33525, -1.91387, -0.45060]], "forces_ev_per_angstrom": [[-0.8, 1.2, -0.3], [1.2, -0.5, 2.5], [0.8, -0.9, -0.6], [-0.3, 0.2, -2.2], [-3.5, 0.5, 1.8], [-0.9, 0.4, 0.0], [-0.7, -0.5, -0.2], [-0.6, -0.4, -0.7], [0.0, -0.4, -1.2], [-0.6, 1.0, -1.7], [-1.2, 2.0, 2.3], [-1.9, -1.3, -1.0], [0.8, -1.1, -0.2], [0.0, 0.2, -0.1], [-1.3, 1.4, -1.0], [0.1, -0.3, 0.4], [-0.3, 0.6, 0.2], [0.4, -1.1, 1.0], [0.4, -0.7, -1.4], [0.1, 0.6, -0.2], [2.5, 0.3, -0.7], [-0.3, 0.7, 0.1], [0.1, 0.0, 0.3], [-0.3, -0.3, 0.1], [0.8, 0.4, 1.2], [0.9, -0.1, 0.2], [-0.7, 0.0, 1.0], [0.6, -0.9, 0.7], [1.0, -0.8, 0.0], [0.4, -0.6, -1.6], [0.2, 0.4, -0.3], [0.2, 0.5, 0.1], [1.3, 0.3, 0.8], [0.3, 0.1, 0.5], [-0.2, 0.4, 0.2], [-0.1, 0.2, 0.0], [0.4, -0.2, 0.2], [-1.0, 0.9, 0.5], [2.3, -0.7, -1.5], [-0.7, -1.4, -0.2], [0.3, 0.9, 1.6], [2.4, 0.5, -2.4], [-0.4, -0.3, 0.5], [-2.5, -0.9, 1.6], [-0.8, 0.0, 0.1], [-1.0, -0.3, 0.2], [1.4, 0.5, -0.9], [-0.4, 0.4, 0.3], [-0.3, -1.0, -0.7], [0.9, 0.1, 0.0], [0.0, 0.5, 0.3], [0.5, -0.1, -0.4], [-1.0, 0.8, 0.6], [-0.2, -0.1, -0.2], [-1.4, 0.1, 0.3], [1.1, -1.6, 0.2], [0.8, 0.1, 0.4], [0.9, 0.4, -0.4]], "mulliken_spin": [1.244, 0.019, 0.010, 0.000, 0.000, 0.044, 0.294, -0.008, -0.017, 0.013, 0.001, 0.001, 0.003, -0.003, 0.000, 0.000, 0.000, 0.000, 0.000, 0.000, 0.000, -0.010, -0.011, 0.000, -0.001, 0.002, -0.001, 0.002, 0.000, 0.000, 0.000, 0.001, 0.000, 0.009, 0.000, 0.000, 0.001, 0.000, 0.001, -0.005, 0.000, 0.015, 0.041, -0.006, 0.000, -0.001, 0.000, 0.011, 0.221, 0.005, 0.009, 0.001, 0.021, 0.001, -0.001, -0.007, 0.003, 0.098], "s_squared": 2.0098, "multiplicity": 3, "homo_lumo_gap_ev": [6.621, 8.188], "charge": -1}

=====

no.,E (eV),F_max (Eh/bohr)
1,-30908.4617,0.02508
2,-82580.3622,0.00830
3,-137657.8396,0.07694